[1]
Molecular formula: C27H50LaOP2
Method: DFT, ωB97M-V with the def2-TZVPD basis set

XYZ file:
```
81
Properties=species:S:1:pos:R:3:forces:R:3
La -1.113 -1.144 1.745 4.2 0.6 0.7
C -3.559 -0.517 1.754 -1.0 -0.9 -0.6
C -3.181 -0.939 0.429 -1.3 -0.8 0.7
C -3.018 -2.768 1.842 -0.8 0.6 -0.6
C -3.486 -1.652 2.611 -0.4 0.3 -0.9
C -2.930 -2.347 0.475 -1.0 0.2 0.6
C -3.989 0.840 2.184 0.0 0.7 0.1
H -4.524 1.369 1.383 0.0 -0.2 0.3
H -3.115 1.447 2.461 -0.4 -0.2 -0.2
H -4.611 0.799 3.091 0.0 -0.1 -0.4
C -3.908 -1.629 4.040 0.2 -0.2 0.6
H -4.906 -1.175 4.157 0.4 -0.1 -0.1
H -3.198 -1.072 4.672 -0.3 -0.1 0.0
H -3.972 -2.649 4.428 0.0 0.1 0.1
C -2.332 -3.979 2.377 -0.8 -0.4 0.0
H -2.720 -4.222 3.373 0.3 -0.1 -0.2
H -1.222 -3.850 2.456 -0.3 -0.2 0.0
H -2.531 -4.831 1.715 0.4 0.1 0.3
C -2.613 -3.232 -0.680 0.3 -0.2 -0.3
H -3.528 -3.672 -1.117 0.3 0.3 0.2
H -1.990 -4.081 -0.363 0.0 0.2 -0.3
H -2.118 -2.681 -1.489 0.0 -0.2 0.1
C -2.917 -0.077 -0.749 -0.4 0.2 -0.5
H -3.591 -0.328 -1.582 0.2 0.1 0.2
H -1.897 -0.205 -1.146 -0.1 0.0 0.0
H -3.047 0.979 -0.505 0.0 -0.1 0.0
C -0.206 3.645 -0.151 0.2 0.2 -0.2
C -1.495 3.381 -0.462 -0.5 0.8 0.3
C -2.053 3.342 -1.866 0.1 -1.4 -0.5
C -1.010 3.252 -3.017 -1.0 0.4 0.2
C -0.542 1.872 -3.377 1.0 -0.3 -0.2
C 0.273 1.152 -2.598 -0.8 -0.4 -0.3
C 0.439 1.404 -1.129 1.0 0.1 0.4
C 0.928 2.825 -0.712 0.1 0.3 -0.8
H -2.604 4.293 -2.015 0.3 -0.4 0.4
H -0.157 3.890 -2.744 -0.3 -0.2 -0.2
H -2.812 2.545 -1.970 0.2 0.3 -0.2
H 1.427 3.324 -1.561 0.0 -0.2 0.2
H 0.087 4.527 0.438 -0.3 -1.1 1.1
H -2.260 3.360 0.327 0.0 1.4 -0.2
H 1.712 2.729 0.063 -0.5 0.2 -0.2
H -0.532 1.229 -0.627 0.5 0.1 -0.1
H 0.794 0.275 -3.004 -0.6 0.1 0.2
H 1.184 0.674 -0.749 -0.5 0.2 -0.1
H -1.469 3.714 -3.903 0.1 -0.2 0.2
H -0.739 1.498 -4.389 0.2 0.3 0.3
P 3.492 -0.007 -1.617 0.7 0.6 -1.1
P 3.369 -2.990 -1.469 0.8 -0.7 -0.7
C 5.092 -0.826 -2.179 -0.3 0.2 0.1
C 5.100 -2.301 -1.763 -0.2 -0.1 0.5
H 5.923 -0.277 -1.711 -0.1 -0.2 -0.3
H 5.182 -0.716 -3.273 -0.1 -0.1 0.4
H 5.641 -2.925 -2.488 -0.2 0.1 0.2
H 5.612 -2.405 -0.794 0.0 -0.1 -0.2
C 3.897 -4.768 -1.455 -0.1 0.0 0.1
H 3.001 -5.398 -1.533 0.3 0.0 0.1
H 4.394 -4.981 -0.498 -0.1 0.0 -0.3
H 4.587 -5.008 -2.278 -0.2 0.0 0.2
C 2.739 -2.943 -3.223 -0.2 0.0 0.3
H 3.530 -3.131 -3.966 -0.2 0.0 0.3
H 2.253 -1.978 -3.429 0.2 -0.3 0.0
H 1.979 -3.736 -3.297 0.2 0.3 -0.1
C 4.132 1.094 -0.287 -0.1 0.0 0.2
H 3.293 1.314 0.385 0.3 0.1 0.0
H 4.543 2.033 -0.681 0.0 -0.3 0.1
H 4.906 0.563 0.280 -0.2 0.2 0.0
C 3.349 1.235 -3.013 -0.1 0.0 0.1
H 4.351 1.553 -3.356 -0.5 0.0 0.2
H 2.772 2.104 -2.650 0.4 -0.3 -0.3
H 2.790 0.796 -3.863 0.4 0.2 0.4
C -1.601 2.830 3.986 -0.2 0.2 0.2
C -0.562 1.920 3.378 0.1 -0.9 -0.6
C 0.318 1.397 4.492 0.2 0.1 0.4
O -1.089 0.777 2.682 0.2 0.5 0.4
H -2.132 2.316 4.798 0.0 0.0 -0.2
H -2.329 3.216 3.271 0.1 0.0 0.0
H -1.067 3.673 4.437 -0.2 0.0 -0.1
H 0.013 2.456 2.611 0.1 0.2 0.3
H -0.293 0.834 5.212 0.0 0.1 -0.2
H 1.109 0.725 4.144 0.0 0.2 -0.1
H 0.757 2.241 5.031 0.2 -0.2 0.0
```
Forces are in eV/Å.

2S+1 = 1
Charge = +1
LUMO energy = -3.36 eV

---

[2]
Molecular formula: C17H13BrN2O5S
Method: DFT, ωB97M-V with the def2-TZVPD basis set

XYZ file:
```
39
Properties=species:S:1:pos:R:3:forces:R:3
C -2.816 -0.786 -2.965 0.0 0.0 -0.1
C -3.409 0.411 -2.301 -0.3 0.3 -0.2
C -4.063 1.413 -3.004 0.1 0.0 0.2
C -4.569 2.492 -2.279 0.1 -0.3 -0.1
C -5.306 3.611 -2.935 0.0 0.0 0.0
N -4.405 2.564 -0.965 -0.2 0.4 0.3
C -3.760 1.565 -0.390 0.2 -0.3 -0.1
S -3.545 1.725 1.343 0.1 -0.1 0.5
C -2.438 0.297 1.689 -0.3 0.6 -0.2
C -1.117 0.507 1.034 0.0 -0.7 -0.5
C -0.679 -0.222 -0.017 0.2 0.2 0.4
C 0.564 0.078 -0.691 0.0 0.3 0.3
O 0.997 -0.518 -1.668 -0.2 0.1 -0.1
C 1.282 1.204 -0.065 -0.7 -0.1 0.3
O 2.441 1.654 -0.632 -0.1 0.4 0.1
C 3.356 0.788 -1.151 0.4 -0.2 -0.2
O 4.102 1.158 -2.014 -0.3 -0.1 0.3
C 3.444 -0.543 -0.539 1.0 -0.7 -0.6
C 4.119 -1.650 -0.991 -0.4 1.0 0.2
C 3.857 -2.685 -0.070 -0.5 0.2 0.6
C 3.048 -2.122 0.875 0.2 -0.5 -0.1
Br 2.259 -2.830 2.402 0.0 0.0 -0.1
O 2.794 -0.835 0.616 0.0 0.1 0.2
C 0.760 1.847 1.000 0.8 0.0 -0.7
O -0.415 1.527 1.553 -0.3 0.0 0.2
N -3.273 0.489 -0.977 -0.2 -0.2 0.0
H -3.149 -0.863 -3.996 0.0 -0.1 -0.1
H -3.089 -1.688 -2.422 0.0 -0.1 0.0
H -1.728 -0.706 -2.951 0.1 0.0 0.0
H -4.179 1.361 -4.075 0.0 0.0 -0.1
H -5.613 4.333 -2.185 0.0 0.0 0.0
H -6.183 3.228 -3.454 -0.1 0.0 -0.1
H -4.667 4.099 -3.669 0.0 0.1 -0.1
H -2.919 -0.605 1.322 0.1 0.0 0.1
H -2.346 0.286 2.774 0.0 -0.1 0.0
H -1.277 -1.030 -0.401 -0.1 0.0 0.0
H 4.710 -1.702 -1.881 0.1 0.1 -0.2
H 4.205 -3.696 -0.096 0.0 -0.2 0.0
H 1.245 2.682 1.483 0.0 0.0 0.0
```
Forces are in eV/Å.

2S+1 = 1
Structure (SMILES) = Cc1cc(C)nc(SCc2cc(=O)c(OC(=O)c3ccc(Br)o3)co2)n1
LUMO energy = 0.37 eV